HNOS2 in the gas phase in a non-equilibrium geometry, computed with the ωB97M-V functional and the def2-TZVPD basis.

For the energy above the lowest of the compared OMol25 structures with the same formula, charge and spin, the calculation gives 172.9 kJ/mol. The calculation puts the HOMO energy at -10.63 eV. The SMILES is N#S(=O)S.

```
5
HNOS2 | the Open Molecules 2025 dataset | the ωB97M-V functional and the def2-TZVPD basis
N 2.61 1.78 0.48
S 1.69 1.38 -0.58
O 1.86 1.74 -1.97
S -0.34 0.29 -0.96
H -1.38 0.46 -0.11
```